Molecular formula: C2H8N5
Method: DFT, the ωB97M-V functional and the def2-TZVPD basis

Calculated values
spin multiplicity: 1
maximum force: 0.0885 hartree/bohr
Kohn-Sham gap: 8.1 eV
E_HOMO: -12.61 eV
SMILES: [H]/N=C(NN)\[NH+]=C\N
charge: +1

Geometry as XYZ:
```
15
C2H8N5 the ωB97M-V functional and the def2-TZVPD basis
C -1.58235 0.25335 -0.09267
C 0.77636 0.24278 0.03819
N 0.93954 1.53372 0.00035
N -2.82740 -0.19134 -0.10250
N 3.10637 -0.24233 -0.13464
N 1.73190 -0.74298 0.00176
N -0.47348 -0.41374 0.20315
H -1.55688 1.24644 -0.25367
H 0.26371 2.24587 0.11884
H -3.43662 0.44958 -0.58082
H -2.93251 -1.12780 0.20794
H 3.81345 -0.65724 0.44701
H 3.20484 0.77428 -0.03715
H 1.73726 -1.49821 -0.66608
H -0.56728 -1.39812 0.35072
```



Molecular formula: CH3N3O2S
Method: DFT, the ωB97M-V functional and the def2-TZVPD basis

Calculated values
spin multiplicity: 1
maximum force: 0.0821 hartree/bohr
Kohn-Sham gap: 9.0 eV
E_HOMO: -9.19 eV
SMILES: [H]/N=[N+](\[O-])CSN=O

Geometry as XYZ:
```
10
CH3N3O2S the ωB97M-V functional and the def2-TZVPD basis
C -0.29689 -1.00320 -0.20424
N -0.15249 1.19760 0.65313
N 1.60412 0.28921 -0.49296
N -0.86892 0.30678 0.23038
O 2.68912 0.77960 -0.55291
O -2.06530 0.45155 -0.01193
S 1.37226 -1.13774 0.35431
H -1.06119 -1.80796 0.27091
H -0.35690 -1.02669 -1.24736
H -0.86379 1.95086 1.00067
```



Molecular formula: C7H14ClN4O3
Method: DFT, the ωB97M-V functional and the def2-TZVPD basis

Calculated values
spin multiplicity: 1
maximum force: 0.0248 hartree/bohr
Kohn-Sham gap: 9.1 eV
E_HOMO: -13.06 eV
charge: +1

Geometry as XYZ:
```
29
C7H14ClN4O3 the ωB97M-V functional and the def2-TZVPD basis
N 0.71147 0.56560 2.18892
C 0.02552 1.25961 1.23669
N 0.51010 2.32649 0.66306
N -1.20740 0.73496 0.82726
N -1.41178 1.10023 -0.55131
C -2.33318 1.08856 1.70031
C -2.81557 2.52208 1.47364
O -3.47394 2.86123 0.55698
Cl -2.24697 3.66280 2.69317
H 0.18431 0.40807 3.04293
H 1.60733 0.98190 2.42079
H -0.02915 2.74820 -0.08898
H 1.44936 2.66271 0.82038
H -2.40359 1.22659 -0.72587
H -1.06435 0.32703 -1.12107
H -2.02834 0.96905 2.74150
H -3.17059 0.41086 1.51604
O -0.15534 -2.27213 -3.66877
C 0.56374 -2.13933 -2.73326
O 0.39658 -1.10002 -1.84291
C 1.44096 -1.11989 -0.86297
C 1.97349 -2.54655 -0.84590
C 1.75968 -2.96570 -2.30023
H 2.21185 -0.40332 -1.16266
H 1.00441 -0.81067 0.08348
H 3.00187 -2.61180 -0.49942
H 1.35458 -3.16504 -0.19460
H 2.60271 -2.69914 -2.94033
H 1.54223 -4.02240 -2.42686
```



Molecular formula: C3HFHgO2
Method: DFT, the ωB97M-V functional and the def2-TZVPD basis

Calculated values
spin multiplicity: 2
maximum force: 0.0344 hartree/bohr
Kohn-Sham gap (alpha / beta): 9.2 / 7.9 eV
E_HOMO (alpha / beta): -13.97 / -15.15 eV
<S²>: 0.755
charge: +1

Geometry as XYZ:
```
8
C3HFHgO2 the ωB97M-V functional and the def2-TZVPD basis
H -1.85622 -0.86314 1.36368
O 0.16965 -0.81106 0.66921
O 0.01935 0.97434 -0.46400
C -1.17744 -0.53817 0.57077
C -1.24344 0.59743 -0.12876
C 0.87779 0.07439 0.00031
F -2.21078 1.26672 -0.66318
Hg 3.25017 0.14033 -0.30341
```



Molecular formula: C76H112O60
Method: DFT, the ωB97M-V functional and the def2-TZVPD basis

Calculated values
spin multiplicity: 1
maximum force: 0.1278 hartree/bohr
Kohn-Sham gap: 8.3 eV
E_HOMO: -8.98 eV

Geometry as XYZ:
```
248
C76H112O60 the ωB97M-V functional and the def2-TZVPD basis
C -4.70017 -0.94342 0.98335
C -4.61588 -1.49678 -0.36159
O -4.92558 -0.44974 -1.23016
C -4.68331 0.66275 -0.60436
O -4.71981 1.77209 -1.01153
O -4.34152 0.41793 0.60873
H -3.90377 -1.35168 1.60559
H -5.72635 -0.87297 1.34402
H -5.33947 -2.29672 -0.51848
H -3.65571 -1.87894 -0.70816
C 5.47290 -2.24276 -2.73885
C 4.92767 -0.84949 -2.39908
O 5.13671 -0.73337 -1.04130
C 5.99846 -1.58288 -0.60198
O 6.44287 -1.57097 0.53949
O 6.28668 -2.43841 -1.56379
H 6.16561 -2.37227 -3.57041
H 4.73734 -3.03857 -2.85608
H 3.84599 -0.90869 -2.51972
H 5.39926 -0.01645 -2.92038
C -3.42246 -1.87138 5.87765
C -3.34243 -1.24175 4.44001
O -2.61008 -2.22160 3.69812
C -2.47208 -3.36496 4.44354
O -1.88618 -4.30648 4.09748
O -3.19756 -3.25496 5.61239
H -4.39933 -1.80139 6.35611
H -2.65328 -1.36162 6.45783
H -2.81673 -0.28983 4.51481
H -4.34307 -1.05165 4.05183
C -2.09817 5.66978 -1.32578
C -2.32970 5.33580 0.11005
O -1.31226 4.41367 0.45353
C -0.43031 4.23450 -0.57320
O 0.63870 3.66818 -0.51820
O -0.73708 5.21585 -1.48126
H -2.20158 6.75184 -1.40674
H -2.79552 5.12236 -1.95992
H -3.31454 4.89082 0.25216
H -2.30169 6.22488 0.74002
C -0.09798 -4.82013 -2.74291
C -1.47948 -5.43284 -3.32507
C -1.93829 -6.66493 -2.52118
O -3.27550 -6.42553 -2.23402
C -3.54084 -5.17287 -2.46826
O -4.55872 -4.66753 -2.04234
O -2.49553 -4.51705 -2.87075
H -0.17102 -4.63229 -1.67171
H 0.22961 -3.93146 -3.28240
H 0.70040 -5.53690 -2.93509
H -1.49402 -5.41821 -4.41488
H -1.31525 -6.78892 -1.63543
H -1.86472 -7.55939 -3.13976
C 2.79193 1.86375 -5.65626
C 2.67949 3.35613 -5.93455
C 1.88183 4.19105 -4.84437
O 2.76340 5.17770 -4.50870
C 3.95384 5.05430 -5.13232
O 4.96017 5.79227 -5.10070
O 4.01154 3.83669 -5.79289
H 2.88817 1.53194 -4.62247
H 3.49386 1.33124 -6.29800
H 1.79697 1.49078 -5.89925
H 2.29974 3.53824 -6.93989
H 1.55379 3.63686 -3.96496
H 0.98016 4.53945 -5.34807
C 2.38603 -0.35178 3.24012
C 3.64471 0.15785 2.48511
C 3.33623 1.12161 1.26024
O 4.28778 2.16933 1.47508
C 4.83890 2.08917 2.77235
O 5.68024 2.87527 3.29036
O 4.49297 0.92423 3.32942
H 2.72099 -0.86732 4.14019
H 1.82842 -1.01045 2.57430
H 1.79185 0.51432 3.53156
H 4.30937 -0.60169 2.07352
H 2.38313 1.60215 1.48111
H 3.31237 0.54713 0.33422
C -4.74521 1.65463 8.47005
C -3.36047 2.07335 8.02966
C -2.19380 1.94923 9.03409
O -1.12938 1.48337 8.25661
C -1.60075 0.89221 7.14309
O -0.98717 0.20487 6.29362
O -2.88762 1.18465 6.98308
H -5.04178 2.12606 9.40701
H -4.74235 0.64473 8.88015
H -5.61302 1.86878 7.84622
H -3.27160 3.10759 7.69716
H -2.44748 1.20968 9.79357
H -1.94207 2.91595 9.47020
C -6.53927 4.40634 -2.24617
C -6.24058 4.33890 -3.77896
C -5.34426 3.19538 -4.20495
O -6.08039 2.45346 -5.15041
C -7.30708 2.91338 -5.08941
O -8.26456 2.49812 -5.75181
O -7.46714 3.96159 -4.34930
H -5.60501 4.76945 -1.81791
H -6.84008 3.47200 -1.77222
H -7.33306 5.15151 -2.19415
H -5.80982 5.24780 -4.19902
H -5.14681 2.52692 -3.36693
H -4.40083 3.46446 -4.67994
C -1.15909 2.63862 -4.21860
C -1.18661 1.93232 -5.60041
C -2.57326 1.89539 -6.22404
O -2.40165 2.43721 -7.50476
C -1.31970 3.15074 -7.46843
O -0.82455 3.87905 -8.32209
O -0.56548 2.84455 -6.41447
H -1.00476 3.71762 -4.22442
H -0.44344 2.09238 -3.60413
H -2.09794 2.43883 -3.70212
H -0.61197 1.00650 -5.62765
H -3.28628 2.42749 -5.59430
H -2.81209 0.83451 -6.29881
C 1.94910 2.65400 6.10332
C 3.26082 2.61914 6.90870
C 4.12591 1.36120 6.73072
O 5.44072 1.83718 6.55429
C 5.30919 3.15420 6.24524
O 6.24443 3.88383 5.88321
O 4.08274 3.62601 6.30805
H 2.08787 2.24711 5.10168
H 1.61714 3.68811 6.01108
H 1.11972 2.14646 6.59590
H 3.18841 2.80955 7.97949
H 3.64973 0.67027 6.03504
H 4.16564 0.82009 7.67609
C 2.35164 -6.59028 2.05246
C 1.40140 -5.55728 1.55598
C 1.18926 -4.35202 2.34141
O 1.91861 -3.26757 1.69743
C 2.21675 -3.66864 0.41950
O 2.82336 -3.06275 -0.49938
O 1.86825 -4.98036 0.33079
H 1.86403 -7.21333 2.80221
H 3.16541 -6.08880 2.57628
H 2.57218 -7.29609 1.25165
H 0.42905 -6.04635 1.49729
H 1.46700 -4.59280 3.36756
H 0.13019 -4.09520 2.31842
C -4.15089 -2.81888 -6.73239
C -3.15296 -2.77341 -5.66669
C -1.80883 -2.23918 -6.02056
O -1.74994 -1.10650 -5.17579
C -2.88073 -0.93252 -4.33286
O -3.09833 0.01037 -3.56541
O -3.65576 -1.97764 -4.67721
H -4.24273 -1.93011 -7.35669
H -5.16671 -3.10448 -6.45917
H -3.74476 -3.56144 -7.41923
H -2.96879 -3.77808 -5.28616
H -1.73447 -1.80766 -7.01874
H -1.05502 -3.02639 -6.00668
C -4.47547 4.92859 3.61416
C -3.41022 4.07023 4.29207
C -3.60657 2.59381 3.92157
O -2.29382 2.07830 3.59833
C -1.53074 3.15326 3.59257
O -0.35090 3.07907 3.36499
O -2.18090 4.31087 3.72307
H -4.13214 5.96001 3.69409
H -5.33687 4.77332 4.26376
H -4.72001 4.65146 2.58873
H -3.41999 4.24388 5.36810
H -4.30591 2.41743 3.10431
H -3.93117 2.13111 4.85358
C 4.11643 3.12937 -1.88794
C 4.87191 4.43104 -1.50426
C 4.10394 5.70581 -0.98687
O 4.71900 6.05331 0.23468
C 5.70640 5.26708 0.48413
O 6.28819 5.27205 1.55071
O 5.73064 4.19679 -0.45133
H 4.61323 2.20741 -1.58583
H 3.99658 2.87476 -2.94098
H 3.08866 3.12038 -1.52503
H 5.55090 4.70956 -2.31017
H 3.03170 5.58259 -0.83446
H 4.18604 6.48316 -1.74654
C -5.70227 -5.72419 1.60941
C -4.18649 -5.59899 2.02396
C -3.37475 -6.55526 1.17045
O -2.33780 -5.71302 0.79957
C -2.66061 -4.42318 0.97227
O -1.99227 -3.40109 0.63953
O -3.81064 -4.34932 1.59221
H -6.23132 -4.93485 2.14340
H -6.15313 -6.64640 1.97596
H -5.91653 -5.72058 0.54069
H -4.11633 -5.77937 3.09664
H -3.91054 -7.02830 0.34750
H -3.00376 -7.42016 1.72037
C 1.79746 -4.70999 -5.98006
C 1.80483 -3.19047 -6.15651
C 1.86777 -2.50216 -4.86845
O 3.02487 -1.72765 -4.98385
C 3.65453 -2.03209 -6.14029
O 4.67170 -1.52654 -6.49526
O 2.92928 -2.96427 -6.86255
H 2.11316 -5.31155 -6.83244
H 0.77815 -5.02466 -5.75626
H 2.38990 -4.94590 -5.09605
H 0.92915 -2.89524 -6.73454
H 2.06706 -3.21270 -4.06625
H 0.96133 -1.92585 -4.68316
C -0.39558 -3.73375 9.01219
C -0.15515 -2.48890 8.15656
C 1.29080 -1.98025 8.33511
O 1.88916 -2.30140 7.09449
C 1.01385 -2.65123 6.18987
O 1.17649 -2.85596 5.01272
O -0.09859 -2.82899 6.77317
H -1.14149 -4.37974 8.54913
H -0.90839 -3.44553 9.92982
H 0.48162 -4.31611 9.29411
H -1.03570 -1.85022 8.22612
H 1.84989 -2.49352 9.11747
H 1.27729 -0.89998 8.47980
C -0.99304 0.18793 1.16014
C -0.33935 -0.61522 0.05316
C -1.00161 -0.89660 -1.25300
O -0.19631 -0.43945 -2.28986
C 0.97292 0.00004 -1.74819
O 1.81200 0.50821 -2.45061
O 0.84757 0.11224 -0.37011
H -1.75416 -0.36953 1.70605
H -1.51301 0.94242 0.56981
H -0.17597 0.48665 1.81684
H -0.06420 -1.56074 0.52047
H -1.98719 -0.43686 -1.32631
H -1.14411 -1.97268 -1.35222
C 6.97158 2.84320 -4.02651
C 8.13773 1.91158 -3.60680
C 7.93811 1.26701 -2.27625
O 8.24265 -0.11852 -2.48943
C 8.48466 -0.24663 -3.78404
O 8.63445 -1.36128 -4.34075
O 8.17878 0.87643 -4.50121
H 7.10330 3.14178 -5.06651
H 6.88400 3.71857 -3.38296
H 6.09341 2.20305 -3.94214
H 9.01797 2.55403 -3.62996
H 6.90115 1.44744 -1.99294
H 8.65858 1.69907 -1.58173
```



Molecular formula: H28O14
Method: DFT, the ωB97M-V functional and the def2-TZVPD basis

Calculated values
spin multiplicity: 1
maximum force: 0.0962 hartree/bohr
Kohn-Sham gap: 10.7 eV
E_HOMO: -10.84 eV

Geometry as XYZ:
```
42
H28O14 the ωB97M-V functional and the def2-TZVPD basis
O 17.31202 -8.37921 -10.64587
H 16.49049 -8.42443 -10.18073
H 18.00732 -8.35449 -9.98385
O 12.82308 -12.14934 -10.67097
H 13.73038 -12.34195 -10.81604
H 12.75617 -12.28719 -9.72351
O 12.10498 -7.11824 -9.65680
H 12.34264 -7.10135 -10.56096
H 11.83966 -7.99715 -9.35915
O 10.14753 -9.14322 -9.77766
H 9.31342 -9.60494 -9.87758
H 10.82276 -9.78450 -9.62454
O 15.52392 -12.42617 -11.61373
H 15.60637 -11.79311 -12.35252
H 15.69993 -13.27665 -11.98924
O 9.76424 -12.27179 -11.53946
H 10.71027 -12.18826 -11.81970
H 9.80436 -12.35254 -10.58878
O 12.45940 -9.75310 -8.56532
H 11.95369 -10.12016 -7.82773
H 13.16142 -9.27795 -8.18965
O 10.52643 -9.00644 -12.51087
H 10.22747 -8.90081 -11.67641
H 9.97460 -8.43529 -13.05991
O 12.00814 -11.12904 -13.32264
H 11.48668 -11.76898 -13.79377
H 11.39405 -10.48804 -13.00109
O 12.91691 -8.42858 -13.90482
H 13.72278 -7.91850 -13.86276
H 12.85945 -8.74327 -13.01634
O 15.84845 -9.69430 -12.93417
H 14.96898 -9.22517 -12.94613
H 16.45025 -9.08286 -13.32164
O 14.71678 -12.08384 -14.32798
H 14.21416 -11.33540 -13.91818
H 15.61799 -11.73472 -14.34986
O 15.05083 -8.82226 -9.24301
H 14.82906 -8.03322 -8.72090
H 14.33419 -8.86648 -9.83455
O 13.43552 -9.53706 -11.32072
H 12.85253 -10.29577 -11.41454
H 14.33996 -9.80220 -11.41214
```



> maximum force of number 6 (H28O14)?

0.0962 hartree/bohr